No. 1
Here is a cluster of 5 separate species, C9H22BN5O2P2 in total at a distorted geometry from the OMol25 dataset. Energies are from ωB97M-V/def2-TZVPD.

The energy above the lowest of the compared OMol25 structures with the same formula, charge and spin is 0.000 eV. The HOMO energy comes out at -7.0 eV. For the HOMO-LUMO gap, the calculation gives 7.02 eV. The calculation puts the molar mass at 305.068 u.

Geometry as ORCA input:
```
! wB97M-V def2-TZVPD RIJCOSX def2/J DEFGRID3
* xyz 0 1
H -0.66528 3.84297 -0.17144
H 0.77958 2.23398 -2.72333
N 0.50532 -2.62881 3.09803
B 2.16513 0.29283 -1.89788
H -0.89033 -1.60958 0.94036
H -1.27486 3.35344 -3.21559
C -1.09251 0.43016 -4.78655
H 1.76957 0.23193 3.05584
N -0.55468 1.39799 1.72232
N -0.59229 1.45796 -4.69062
C -1.03437 0.36219 1.59218
C -2.96605 -2.71782 4.65711
H -2.51528 -0.90259 0.82120
H -1.86396 -1.37766 2.39684
H 4.62195 2.12106 -2.84122
H -2.44323 -2.80402 6.67870
C -1.61295 -0.95888 1.42758
H 1.16284 1.85336 -0.29041
H -1.07974 -2.82213 5.53846
C -2.09061 -3.18047 5.72092
C 3.54680 2.05762 -2.73376
C 2.27264 -0.72276 3.20334
P -1.17496 2.88923 -1.08960
P 0.58497 1.44586 -1.56094
N -1.73754 3.64504 -2.36224
H 3.01759 -0.86247 2.42316
H -1.05334 -1.57904 -5.35721
H -2.20690 2.20960 -0.39595
H 3.05397 2.57158 -3.55323
H -2.03635 -1.22126 -3.92389
O 2.30644 -0.94182 -1.27454
H -0.34080 0.35442 -1.66509
H 3.00692 -0.86698 -0.62081
C -1.74030 -0.86472 -4.90884
H -2.08344 -4.26774 5.74240
H 3.27527 2.55607 -1.80543
H 2.76715 -0.72596 4.17210
C 1.29632 -1.79890 3.14502
H -2.62434 -0.77343 -5.53573
O 3.18013 0.67128 -2.73444
N -3.63849 -2.35150 3.80315
*
```

---

No. 2
Here is a cluster of 4 separate species, C9H22BNO6 in total at a distorted geometry from the OMol25 dataset. Energies are from ωB97M-V/def2-TZVPD.

The energy above the lowest of the compared OMol25 structures with the same formula, charge and spin is 0.502 eV. The HOMO energy comes out at 1.3 eV. For the HOMO-LUMO gap, the calculation gives 2.81 eV. The calculation puts the molar mass at 251.088 u.

Geometry as ORCA input:
```
! wB97M-V def2-TZVPD RIJCOSX def2/J DEFGRID3
* xyz -2 1
H 3.28112 -3.30394 0.63771
C -0.09290 2.65858 3.68010
C 2.32031 -2.96431 -1.27514
H -0.43421 -1.28975 1.91076
O -0.74034 -0.02759 0.31277
H 2.43836 -4.29250 -2.68728
C 0.13204 -0.51109 -3.44682
H -0.62730 4.29669 4.98608
O -3.14730 1.61275 -2.93882
H 1.06120 -0.66133 -2.85153
H -1.78882 2.97801 4.97311
H -2.09369 0.48085 2.57835
H -0.24957 2.78479 5.83799
H -1.56310 -1.85072 0.65639
C 0.82686 2.25751 -3.61616
H 0.97720 2.89339 3.64276
H 1.32724 -3.28270 -0.94308
O 1.64006 2.34709 -4.49599
C -0.72257 3.20805 4.94821
H 0.33663 -0.45004 -4.53571
C 3.40268 -3.58988 -0.41002
H -0.61421 4.16399 2.57561
N -0.12715 2.14749 -2.89032
O -0.72587 3.21034 2.53439
H -3.20599 -0.09049 1.34540
C -2.28594 0.81214 -3.52012
O -2.62736 0.13661 -4.53001
O 2.49221 -3.33437 -2.63798
H -0.20908 1.57566 3.63509
H 2.36491 -1.87870 -1.21565
C -1.24404 -0.98038 1.23131
B -0.78922 0.70106 -2.83590
C -2.40824 -0.40509 2.01911
H -0.45791 -1.44763 -3.31326
H -0.95032 0.44968 -1.67021
H 3.37265 -4.68218 -0.48003
H 4.39156 -3.27383 -0.74885
H -2.81013 -1.14123 2.72408
H -0.44974 0.74307 0.81370
*
```

---

No. 3
Here is a structure of composition C9H22IO3P2Ti at a distorted geometry from the OMol25 dataset. Energies are from ωB97M-V/def2-TZVPD.

The energy above the lowest of the compared OMol25 structures with the same formula, charge and spin is 0.000 eV. The HOMO energy (alpha / beta) comes out at -20.9 / -20.9 eV. For the HOMO-LUMO gap (alpha / beta), the calculation gives 7.46 / 7.46 eV. The calculation puts the molar mass at 414.991 u.

Geometry as ORCA input:
```
! wB97M-V def2-TZVPD RIJCOSX def2/J DEFGRID3
* xyz 3 1
C 0.00982 0.13375 -3.48669
C -1.67558 3.26325 -0.37851
C -1.65072 -3.36826 0.17010
H 1.32342 0.27896 3.74994
H -0.50114 -0.82839 -3.57969
H 0.82125 2.85522 -2.35282
H 0.97515 -4.64007 -0.59275
O -2.62475 0.01693 0.84537
H 0.41319 0.39341 -4.49642
C -1.55140 -0.10629 0.38666
I 1.81502 -0.11915 -2.15289
H 1.48006 -2.81878 2.25164
O 1.75606 0.13697 1.72615
H -1.63726 4.35846 -0.50896
H 1.49301 3.02515 1.74408
P 0.01858 -2.58759 0.33613
C 0.49018 -3.19175 1.98809
H -0.20550 3.11966 2.25202
H 2.12736 -3.29006 -0.59114
H -0.21907 -2.83378 2.73276
H -1.61624 -4.47406 0.19793
Ti 0.46179 -0.05877 0.15759
P -0.02340 2.51532 -0.10436
C 1.04526 3.26793 -1.36907
O -0.34256 0.08672 2.51028
H -0.72566 0.90727 -3.20953
H -2.31712 3.02740 0.48621
H 0.92214 4.35057 -1.40248
H -2.11304 -3.07314 -0.78360
H 2.08761 3.05172 -1.13602
C 1.08649 -3.56674 -0.77020
C 0.49261 3.35895 1.44156
H 0.85721 -3.36148 -1.81880
C 0.90899 0.17248 2.71206
H -2.13341 2.84235 -1.28280
H 0.51205 4.44532 1.29770
H -2.27564 -3.00623 1.00593
H 0.51524 -4.28325 2.02455
*
```

---

No. 4
Here is a cluster of 2 separate species, C9H22N2S in total at a distorted geometry from the OMol25 dataset. Energies are from ωB97M-V/def2-TZVPD.

The energy above the lowest of the compared OMol25 structures with the same formula, charge and spin is 0.613 eV. The HOMO energy comes out at -8.4 eV. For the HOMO-LUMO gap, the calculation gives 9.25 eV. The calculation puts the molar mass at 190.356 u.

Geometry as ORCA input:
```
! wB97M-V def2-TZVPD RIJCOSX def2/J DEFGRID3
* xyz 0 1
H 1.08254 0.62669 -1.27665
S -0.04714 -2.01247 -1.99519
C 2.28867 -2.16694 -0.46261
H 1.08745 -4.65131 -2.43768
C 1.21038 -4.35390 -1.47649
H -1.81483 -3.06621 -1.06295
C 0.96843 1.51975 0.74553
H 2.34572 3.22480 1.60555
H 2.49583 -1.14740 -0.70752
C -2.71338 1.45634 1.25331
H 1.63292 -1.91237 0.48543
C 1.19604 2.96923 1.36805
C -1.25626 1.81743 1.21050
H 0.36661 -4.50684 -0.77431
H 0.89705 3.65788 0.57763
H 2.53154 1.46356 -0.73237
C 1.53129 -2.83790 -1.62780
N -1.05395 -2.50770 -0.68466
C 1.41802 1.46279 -0.70831
H 1.00385 2.33677 -1.29935
H 2.10037 -2.57592 -2.53659
H -1.14093 2.71580 1.80353
H 0.53294 3.06542 2.22125
H 1.96341 -4.88429 -0.98753
H -3.61943 3.31121 1.54125
H -3.00409 1.24041 2.24385
H 3.12943 -2.84506 -0.11990
N -0.36684 1.09079 0.71646
H -3.43264 2.98106 -0.24205
H -2.84702 0.59011 0.64454
C -3.69975 2.55216 0.79121
H -4.86769 2.28938 0.69165
H -1.43360 -1.69592 -0.20941
H 1.51507 0.79266 1.44161
*
```

---

No. 5
Here is a structure of composition C9H22N3O4Rb at a distorted geometry from the OMol25 dataset. Energies are from ωB97M-V/def2-TZVPD.

The energy above the lowest of the compared OMol25 structures with the same formula, charge and spin is 0.000 eV. The HOMO energy comes out at -5.8 eV. For the HOMO-LUMO gap, the calculation gives 5.79 eV. The calculation puts the molar mass at 321.760 u.

Geometry as ORCA input:
```
! wB97M-V def2-TZVPD RIJCOSX def2/J DEFGRID3
* xyz 0 1
C -2.32608 -1.22313 2.78028
C 2.05534 2.37707 -3.96879
H 2.13840 -0.48032 -2.83999
H 2.72454 -0.79674 1.91551
H 3.92686 0.42635 1.93241
H 0.27975 1.52568 0.73307
O 0.60981 -3.66004 -3.01518
H -4.67676 -0.20559 2.36400
N -3.43773 -1.84031 2.09653
H 3.10184 2.13796 -3.76610
H 3.33403 2.69643 1.89256
N 1.22381 1.36546 -3.35717
C 2.25702 2.52542 1.91137
O -0.32799 0.89677 -1.78370
H -5.43413 -1.55206 1.53402
H 2.00075 -0.15284 -4.59931
H -2.34205 -1.46346 3.84731
H -5.16400 -1.66381 3.27786
O 0.48245 -0.46927 1.13473
H -4.23159 -3.13603 0.77206
Rb -0.52666 -1.93349 -1.07367
H 1.96437 2.36627 -5.06197
H -1.39505 -1.51791 2.31035
H -0.20971 -4.15125 -2.87029
H 1.77876 3.37645 -3.64774
C -4.74749 -1.29349 2.33751
C -3.25854 -2.82312 1.18748
H 1.95890 2.95013 2.88232
C 0.26548 1.70251 -2.48705
C 2.92515 0.20143 2.30846
C 1.53190 -0.03374 -3.62778
C 0.84325 0.68977 1.17659
O -2.18392 -3.25384 0.82225
N 1.96105 1.12706 1.79839
H -2.43735 -0.13544 2.72400
H 0.04572 2.78165 -2.50862
H 1.75705 3.10986 1.14006
H 0.59665 -0.59590 -3.66846
H 2.93613 0.12557 3.39673
*
```

---

No. 6
Here is a cluster of 2 separate species, C9H22NP in total at a distorted geometry from the OMol25 dataset. Energies are from ωB97M-V/def2-TZVPD.

The energy above the lowest of the compared OMol25 structures with the same formula, charge and spin is 1.943 eV. The HOMO energy comes out at -7.9 eV. For the HOMO-LUMO gap, the calculation gives 8.78 eV. The calculation puts the molar mass at 175.256 u.

Geometry as ORCA input:
```
! wB97M-V def2-TZVPD RIJCOSX def2/J DEFGRID3
* xyz 0 1
H -0.60051 -0.89139 -1.74617
H -2.94448 -0.51167 -0.55465
H 1.25476 -3.31542 -0.78226
H 1.19220 -0.81802 -3.34483
H 0.81655 0.20883 0.89838
H 1.84306 0.67118 -2.39269
H -0.38557 -1.39962 2.27149
C -1.64197 0.81979 2.31436
C -3.01536 -0.11051 0.49233
N 0.02615 -0.84776 -0.95795
C -1.26956 -1.48921 1.61945
H -0.83488 -2.09141 0.76361
H 0.85510 -2.82599 -2.46901
H -3.31206 0.91492 0.32573
C 1.37541 -1.19040 -1.32801
H 0.75989 3.84159 -0.45066
H 0.82209 4.31147 1.25436
H -3.69307 -0.74304 1.10675
H -1.84391 1.81776 1.81483
C -1.67439 -0.14544 1.13151
H -2.39203 0.65829 3.12940
C 1.41235 3.81090 0.44135
H 2.77799 2.66741 -0.60026
H 3.24889 2.95299 1.16331
C 2.47701 3.10122 0.39600
C 1.84487 -0.47028 -2.53701
H 2.88714 -0.92752 -2.72575
H 2.57232 -2.68198 -1.94073
H -0.73255 0.79484 2.81519
H 2.00175 -0.83442 -0.41236
P -0.32324 0.55198 0.02112
H -2.07362 -1.96578 2.18908
C 1.56645 -2.63130 -1.62703
*
```